Computed, not measured: a molecular structure, C16H15IN14OS2Ta in a non-equilibrium geometry, with the ωB97M-V functional and the def2-TZVPD basis.

The geometry in XYZ format:
```
50
Properties=species:S:1:pos:R:3
Ta 2.55 13.78 14.59
C 4.81 17.56 18.15
S 5.05 15.81 18.46
C 4.21 14.92 17.26
S 3.30 15.70 15.96
N 4.31 13.65 17.38
N 3.66 12.93 16.50
C 3.75 11.68 16.65
C 3.30 10.84 15.55
C 3.52 9.48 15.68
C 3.08 8.64 14.64
C 2.53 9.18 13.53
C 2.39 10.59 13.49
N 2.73 11.40 14.50
H 5.50 18.13 18.74
H 3.79 17.96 18.38
H 5.07 17.87 17.10
H 4.21 11.26 17.51
H 3.94 9.06 16.59
H 3.25 7.63 14.77
H 2.21 8.56 12.69
H 1.93 11.14 12.71
N -0.80 15.07 14.74
C 0.14 15.74 14.00
N -0.09 16.79 13.27
N 1.11 17.23 12.88
N 2.06 16.45 13.30
N 1.45 15.49 14.06
C -0.52 13.88 15.35
N -1.37 13.17 16.03
N -0.71 12.08 16.40
N 0.54 12.12 16.13
N 0.72 13.36 15.44
H -1.70 15.43 14.79
I 4.75 13.87 12.95
N -1.36 13.60 8.04
C -1.42 12.73 9.10
O -2.25 11.86 9.13
C -0.41 12.97 10.18
C 0.63 13.89 10.11
C 1.48 14.04 11.20
N 1.35 13.40 12.38
C 0.32 12.55 12.43
C -0.56 12.31 11.40
H -1.97 13.38 7.27
H -0.68 14.35 7.93
H 0.83 14.51 9.28
H 2.27 14.75 11.11
H 0.14 12.09 13.41
H -1.36 11.60 11.54
```

Summary:
gap between HOMO and LUMO: 6.38 eV
charge: +1
HOMO: -11.755 eV
F_max: 2.54 eV Å⁻¹
energy above the lowest of the compared OMol25 structures with the same formula, charge and spin: 16.1 kcal per mole

---

Computed, not measured: a molecular structure, C16H15MgN8O7P2S2, with the ωB97M-V functional and the def2-TZVPD basis.

The geometry in XYZ format:
```
51
Properties=species:S:1:pos:R:3
Mg -0.52 0.98 -0.20
N -1.97 1.97 2.64
C -0.77 1.50 2.93
N -0.42 1.36 4.22
C 0.83 0.97 4.42
N 1.22 0.76 5.69
N 1.77 0.77 3.47
C 1.30 0.91 2.23
N 0.06 1.22 1.90
C 2.24 0.70 1.10
C 3.61 0.63 1.29
C 4.42 0.49 0.17
C 3.82 0.41 -1.08
C 2.44 0.47 -1.17
N 1.67 0.62 -0.10
H -2.63 2.11 3.39
H -2.23 2.13 1.67
H 0.60 1.02 6.43
H 2.20 0.60 5.88
H 4.01 0.70 2.29
H 5.49 0.45 0.27
H 4.42 0.31 -1.98
H 1.92 0.41 -2.12
O 0.65 1.80 -4.17
P -0.74 1.74 -3.34
O -1.89 1.54 -4.24
O -0.44 0.87 -2.16
O -1.67 2.69 -0.16
P -0.69 3.77 -0.56
O -0.83 3.28 -2.73
O -1.15 5.16 -0.69
O 0.72 3.34 -0.43
H 0.45 1.99 -5.09
H -1.66 3.68 -3.03
S -4.01 -2.12 1.19
C -2.86 -1.04 0.75
N -2.03 -0.28 0.45
S 0.24 -4.24 0.57
C 0.78 -2.61 0.32
N 0.19 -1.95 -0.61
C -0.76 -2.73 -1.24
C -1.59 -2.30 -2.28
C -2.51 -3.19 -2.79
C -2.62 -4.49 -2.29
C -1.81 -4.93 -1.26
C -0.88 -4.03 -0.73
H 1.55 -2.19 0.95
H -1.50 -1.28 -2.63
H -3.17 -2.87 -3.59
H -3.36 -5.16 -2.70
H -1.91 -5.93 -0.85
```

Summary:
gap between HOMO and LUMO: 7.14 eV
charge: -1
HOMO: -5.078 eV
F_max: 0.15 eV Å⁻¹
energy above the lowest of the compared OMol25 structures with the same formula, charge and spin: 29.8 kcal per mole

---

Computed, not measured: a single C16H15N3O3 molecule, with the ωB97M-V functional and the def2-TZVPD basis.

The geometry in XYZ format:
```
37
Properties=species:S:1:pos:R:3
O 1.62 0.42 -1.12
C 1.55 0.06 0.03
C 2.55 -0.92 0.65
N 3.88 -0.51 0.26
C 4.74 -1.30 -0.49
O 4.52 -2.44 -0.79
C 5.96 -0.47 -0.80
C 5.69 0.89 -0.16
C 4.33 0.77 0.49
O 3.72 1.59 1.11
N 0.59 0.49 0.88
N -0.32 1.47 0.48
C -1.61 1.07 0.14
C -2.41 1.97 -0.61
C -3.71 1.67 -0.89
C -4.29 0.47 -0.44
C -5.63 0.14 -0.72
C -6.17 -1.04 -0.27
C -5.38 -1.94 0.46
C -4.08 -1.65 0.75
C -3.50 -0.44 0.31
C -2.16 -0.11 0.58
H 2.47 -0.95 1.74
H 2.39 -1.92 0.24
H 6.07 -0.41 -1.88
H 6.84 -0.96 -0.40
H 6.43 1.16 0.60
H 5.66 1.71 -0.89
H 0.65 0.34 1.88
H 0.11 2.10 -0.20
H -1.96 2.89 -0.96
H -4.31 2.36 -1.46
H -6.23 0.83 -1.29
H -7.20 -1.29 -0.49
H -5.82 -2.87 0.81
H -3.47 -2.34 1.31
H -1.56 -0.81 1.15
```

Summary:
SMILES: O=C(CN1C(=O)CCC1=O)NNc1ccc2ccccc2c1
gap between HOMO and LUMO: 8.48 eV
HOMO: -7.861 eV
F_max: 0.80 eV Å⁻¹
energy above the lowest of the compared OMol25 structures with the same formula, charge and spin: 0.0 kcal per mole

---

Computed, not measured: a single C16H15NO6S molecule in a non-equilibrium geometry, with the ωB97M-V functional and the def2-TZVPD basis.

The geometry in XYZ format:
```
39
Properties=species:S:1:pos:R:3
C 2.61 0.08 3.77
O 2.17 -1.10 2.92
C 1.09 -1.16 2.40
C 0.40 -0.10 2.30
C -0.97 -0.25 1.80
C -1.30 -1.41 1.33
S -2.80 -1.75 0.03
O -3.50 -0.49 0.35
O -3.37 -2.93 -0.01
N -2.00 -1.32 -1.51
C -1.39 -0.06 -1.42
C -1.97 1.24 -1.32
C -1.38 2.33 -1.43
C -0.11 2.32 -1.99
C 0.59 1.18 -1.92
C 0.08 -0.14 -1.89
C 0.64 -1.38 -1.76
C 2.16 -1.22 -1.75
O 0.11 -2.45 -1.94
O 0.38 3.63 -1.81
C -0.76 4.49 -1.66
O -1.92 3.51 -1.49
C -0.43 -2.63 1.09
C 0.75 -2.51 1.80
H 1.94 0.39 4.44
H 2.61 0.96 3.23
H 3.59 -0.25 4.18
H 0.48 0.76 2.69
H -1.93 0.51 1.57
H -1.46 -2.06 -1.68
H -3.00 1.11 -1.10
H 1.60 1.16 -2.36
H 2.66 -2.43 -2.04
H 2.59 -0.58 -1.12
H 2.80 -0.70 -2.78
H -0.89 4.95 -2.66
H -0.61 5.09 -0.87
H -0.93 -3.60 0.69
H 1.45 -3.19 1.90
```

Summary:
SMILES: COc1ccc(S(=O)(=O)Nc2cc3c(cc2C(C)=O)OCO3)cc1
gap between HOMO and LUMO: 8.00 eV
HOMO: -8.186 eV
F_max: 18.34 eV Å⁻¹
energy above the lowest of the compared OMol25 structures with the same formula, charge and spin: 312.8 kcal per mole

---

Computed, not measured: a molecular structure, C16H16AuF3N3O2S2, with the ωB97M-V functional and the def2-TZVPD basis.

The geometry in XYZ format:
```
43
Properties=species:S:1:pos:R:3
Au 0.90 0.17 0.02
C -1.85 -0.40 1.96
C -0.60 -0.77 2.68
C -0.67 -1.39 3.94
C 0.47 -1.70 4.62
C 1.72 -1.32 4.08
C 2.94 -1.55 4.76
C 4.14 -1.12 4.25
C 4.15 -0.42 3.04
C 2.97 -0.19 2.32
S 3.06 0.74 0.90
C 1.72 -0.69 2.83
N 0.58 -0.47 2.14
H -2.71 -0.48 2.62
H -2.00 -1.06 1.10
H -1.78 0.62 1.58
H -1.64 -1.62 4.35
H 0.43 -2.19 5.59
H 2.90 -2.07 5.72
H 5.06 -1.29 4.78
H 5.08 -0.04 2.64
F 2.33 3.25 -3.33
C 1.14 3.46 -2.78
F 1.09 4.71 -2.32
F 0.21 3.35 -3.75
C 0.80 2.43 -1.67
O -0.01 2.75 -0.80
O 1.37 1.31 -1.80
C -1.84 -2.16 -3.94
N -1.97 -0.83 -3.41
C -2.81 0.18 -4.06
C -2.59 1.43 -3.20
N -1.86 0.89 -2.05
C -1.48 -0.37 -2.27
S -0.56 -1.35 -1.18
H -2.79 -2.69 -3.89
H -1.09 -2.71 -3.38
H -1.53 -2.11 -4.99
H -3.85 -0.15 -4.06
H -2.49 0.32 -5.09
H -3.53 1.88 -2.87
H -2.00 2.19 -3.70
H -1.41 1.47 -1.35
```

Summary:
2S+1: 3
gap between HOMO and LUMO (spin up / spin down): 7.23 / 6.00 eV
charge: +1
HOMO (spin up / spin down): -11.162 / -12.072 eV
F_max: 0.22 eV Å⁻¹
energy above the lowest of the compared OMol25 structures with the same formula, charge and spin: 2.9 kcal per mole
<S²>: 2.04

---

Computed, not measured: a molecular structure, C16H16BCuN9O7 in a non-equilibrium geometry, with the ωB97M-V functional and the def2-TZVPD basis.

The geometry in XYZ format:
```
50
Properties=species:S:1:pos:R:3
H 0.95 2.53 -0.04
N 0.49 1.04 -1.46
B -0.30 -0.14 -3.57
N 0.01 1.12 -2.76
C 0.03 2.40 -3.21
Cu 2.37 0.24 -1.01
H -0.20 2.61 -4.25
C 0.41 3.20 -2.13
H 0.53 4.26 -2.15
C 0.64 2.32 -1.04
H -0.18 0.11 -4.75
C -1.77 -1.51 1.13
H -2.02 -2.38 1.72
H -0.66 -1.47 0.92
H -2.27 -1.57 0.14
N -1.80 -0.52 -3.45
N 0.85 -1.14 -3.21
N -2.45 -0.63 -2.22
N 1.69 -1.19 -2.07
C -2.70 -0.64 -4.44
C 1.27 -2.07 -4.10
H -2.40 -0.57 -5.46
H 0.81 -2.06 -5.10
C -3.96 -0.82 -3.87
C 2.25 -2.86 -3.48
C -3.75 -0.78 -2.50
C 2.37 -2.36 -2.16
H -4.88 -0.97 -4.39
H 2.81 -3.66 -3.95
H -4.53 -0.86 -1.74
H 2.89 -2.78 -1.30
H -1.91 -0.59 1.63
O 2.79 0.83 7.09
N 1.58 0.85 6.79
O 0.69 0.91 7.66
C 1.21 0.79 5.39
C 2.25 0.71 4.43
C 1.93 0.39 3.13
C 0.50 0.17 2.78
O 0.22 -0.11 1.61
C -0.54 0.40 3.79
C -0.16 0.72 5.08
N -1.98 0.60 3.55
O -2.64 0.98 4.57
O -2.58 0.59 2.42
N 2.95 0.63 2.10
O 4.02 1.12 2.51
O 2.84 0.36 0.83
H 3.28 0.87 4.75
H -0.94 0.92 5.81
```

Summary:
2S+1: 2
gap between HOMO and LUMO (spin up / spin down): 6.57 / 4.50 eV
HOMO (spin up / spin down): -8.692 / -8.691 eV
F_max: 4.75 eV Å⁻¹
energy above the lowest of the compared OMol25 structures with the same formula, charge and spin: 56.7 kcal per mole
<S²>: 0.76

---

Computed, not measured: 2 unconnected molecules or ions with the total composition C16H16BN in a non-equilibrium geometry, with the ωB97M-V functional and the def2-TZVPD basis.

The geometry in XYZ format:
```
34
Properties=species:S:1:pos:R:3
C 4.92 -0.61 2.14
C 4.43 0.19 3.22
C 4.74 -0.15 4.57
C 4.21 0.57 5.63
C 3.38 1.68 5.39
C 3.08 2.05 4.06
C 3.60 1.33 2.99
C 4.76 -0.30 0.80
C 4.78 -1.23 -0.24
C 4.54 -0.86 -1.60
C 4.17 -1.82 -2.58
C 3.81 -1.44 -3.86
C 3.82 -0.09 -4.23
C 4.23 0.88 -3.31
C 4.61 0.51 -2.02
H 5.45 -1.54 2.40
H 5.39 -1.01 4.74
H 4.44 0.28 6.65
H 2.96 2.24 6.22
H 2.44 2.91 3.87
H 3.35 1.61 1.97
H 4.58 0.76 0.55
H 4.94 -2.27 0.01
H 4.17 -2.87 -2.27
H 3.50 -2.20 -4.58
H 3.52 0.21 -5.24
H 4.26 1.94 -3.59
H 4.97 1.26 -1.32
H 4.74 -3.70 -0.06
B 4.62 -4.99 0.12
H 4.52 -5.56 -0.95
H 5.57 -5.42 0.76
C 3.31 -5.22 0.95
N 2.33 -5.40 1.57
```

Summary:
gap between HOMO and LUMO: 4.88 eV
HOMO: -8.142 eV
F_max: 2.54 eV Å⁻¹

---

Computed, not measured: 10 unconnected molecules or ions with the total composition C16H16Cl41N4 in a non-equilibrium geometry, with the ωB97M-V functional and the def2-TZVPD basis.

The geometry in XYZ format:
```
77
Properties=species:S:1:pos:R:3
N 0.20 1.65 -2.78
C 1.42 1.03 -3.29
C 2.03 1.83 -4.48
C 1.46 3.22 -4.64
C 2.37 4.14 -5.47
C 2.49 5.52 -4.86
N 3.67 5.71 -3.96
Cl 4.21 4.25 -3.16
C 3.42 6.57 -2.89
N 4.32 7.50 -2.60
N 2.37 6.50 -2.16
H -0.62 1.15 -3.08
H 0.23 1.67 -1.77
H 2.15 0.99 -2.50
H 1.23 0.02 -3.62
H 1.98 1.28 -5.41
H 3.08 1.95 -4.25
H 0.44 3.24 -4.99
H 1.42 3.65 -3.64
H 1.87 4.28 -6.41
H 3.31 3.68 -5.72
H 2.64 6.22 -5.67
H 1.54 5.77 -4.41
H 5.03 7.53 -3.33
H 4.82 7.22 -1.75
H 2.11 7.24 -1.52
H 1.75 5.71 -2.28
C 3.25 -1.21 -0.40
Cl 2.80 -2.13 -1.85
Cl 3.56 -2.33 0.92
Cl 4.71 -0.27 -0.74
Cl 1.94 -0.11 0.05
C -0.23 -3.37 1.50
Cl -1.87 -4.00 1.72
Cl -0.07 -2.76 -0.16
Cl 0.05 -2.05 2.65
Cl 0.93 -4.66 1.78
C -3.65 0.36 -1.35
Cl -5.27 -0.28 -1.09
Cl -3.51 0.95 -3.02
Cl -3.34 1.68 -0.23
Cl -2.46 -0.92 -1.08
C 2.86 2.68 2.97
Cl 1.85 1.25 2.86
Cl 2.62 3.69 1.52
Cl 2.45 3.62 4.41
Cl 4.55 2.17 3.03
C 6.31 -3.38 2.33
Cl 5.11 -4.65 2.08
Cl 6.38 -2.97 4.05
Cl 7.89 -3.94 1.79
Cl 5.84 -1.94 1.41
C -0.88 -7.24 4.33
Cl -0.73 -5.50 4.59
Cl -1.61 -7.54 2.75
Cl 0.73 -7.98 4.39
Cl -1.90 -7.94 5.59
C 6.46 1.18 6.39
Cl 6.63 -0.35 5.52
Cl 4.75 1.61 6.40
Cl 7.06 1.01 8.04
Cl 7.38 2.43 5.54
C -5.47 -6.71 1.72
Cl -4.63 -8.23 2.06
Cl -4.35 -5.37 2.00
Cl -6.01 -6.70 0.04
Cl -6.86 -6.55 2.79
C -9.39 -3.65 -0.81
Cl -8.58 -2.09 -1.01
Cl -10.27 -4.05 -2.29
Cl -8.19 -4.91 -0.48
Cl -10.52 -3.55 0.54
C -11.45 -0.57 3.48
Cl -11.79 -1.56 4.90
Cl -12.71 -0.82 2.27
Cl -11.42 1.14 3.95
Cl -9.89 -1.02 2.80
```

Summary:
gap between HOMO and LUMO: 6.56 eV
charge: +1
HOMO: -11.112 eV
F_max: 5.84 eV Å⁻¹

---

Computed, not measured: a molecular structure, C16H16ClN4O2ReS2Se in a non-equilibrium geometry, with the ωB97M-V functional and the def2-TZVPD basis.

The geometry in XYZ format:
```
43
Properties=species:S:1:pos:R:3
Re -0.48 0.69 -0.65
C 4.94 -5.73 1.00
C 4.37 -4.47 1.57
C 4.73 -4.02 2.84
C 4.12 -2.84 3.24
N 3.26 -2.16 2.51
C 2.95 -2.67 1.28
S 1.82 -1.83 0.30
N 3.50 -3.82 0.81
H 5.64 -6.21 1.68
H 5.45 -5.51 0.06
H 4.13 -6.43 0.77
H 5.43 -4.55 3.46
H 4.35 -2.41 4.22
S -0.53 0.35 3.91
C 1.11 0.47 3.39
C 1.17 0.59 2.05
N -0.07 0.61 1.44
C -1.05 0.51 2.31
H 1.93 0.41 4.08
H 2.06 0.63 1.46
H -2.09 0.51 2.05
O -1.75 2.41 -0.71
H -2.00 2.81 -1.55
H -2.09 2.91 0.09
O 0.04 -0.69 -1.38
Cl -6.53 3.15 -4.32
C -4.96 2.53 -3.88
C -3.83 3.23 -4.25
C -2.58 2.72 -3.89
C -2.45 1.54 -3.17
C -1.11 1.00 -2.79
C -3.62 0.87 -2.81
C -4.87 1.35 -3.16
H -3.92 4.15 -4.81
H -1.69 3.26 -4.19
H -0.31 1.61 -3.21
H -1.01 0.00 -3.20
H -3.54 -0.05 -2.24
H -5.77 0.82 -2.88
Se -1.20 3.57 1.87
C -1.65 4.93 3.00
N -1.92 5.79 3.73
```

Summary:
2S+1: 2
gap between HOMO and LUMO (spin up / spin down): 5.93 / 5.60 eV
charge: -1
HOMO (spin up / spin down): -4.209 / -4.205 eV
F_max: 2.24 eV Å⁻¹
energy above the lowest of the compared OMol25 structures with the same formula, charge and spin: 94.9 kcal per mole
<S²>: 0.76

---

Computed, not measured: a molecular structure, C16H16MnN5O4S, with the ωB97M-V functional and the def2-TZVPD basis.

The geometry in XYZ format:
```
43
Properties=species:S:1:pos:R:3
Mn 0.00 -0.29 0.09
S 5.35 0.09 5.33
N 5.48 0.01 3.72
C 4.25 -0.01 3.25
C 3.88 -0.07 1.84
C 4.80 -0.08 0.79
C 4.33 -0.12 -0.50
C 2.95 -0.13 -0.72
N 2.07 -0.10 0.27
C 2.52 -0.09 1.54
C 1.50 -0.10 2.59
N 0.24 -0.22 2.17
C -0.74 -0.22 3.07
C -0.50 -0.08 4.43
C 0.80 0.02 4.87
C 1.84 -0.01 3.93
C 3.25 0.04 4.27
N 3.75 0.10 5.49
H 5.86 -0.07 1.02
H 5.00 -0.14 -1.34
H 2.55 -0.16 -1.72
H -1.74 -0.34 2.69
H -1.33 -0.07 5.13
H 1.05 0.11 5.92
C -3.01 -1.00 -0.73
O -2.10 0.03 -0.29
C -2.49 1.35 -0.65
C -1.46 2.25 -0.04
O -0.15 1.85 -0.44
C 0.35 2.45 -1.64
H -4.00 -0.80 -0.31
H -2.63 -1.94 -0.36
H -3.07 -1.02 -1.81
H -3.47 1.58 -0.24
H -2.52 1.44 -1.74
H -1.48 2.15 1.05
H -1.64 3.30 -0.30
H 0.10 3.51 -1.65
H -0.07 1.97 -2.52
H 1.43 2.33 -1.63
O -0.23 -3.90 0.35
N 0.38 -3.29 -0.45
O -0.10 -2.02 -0.59
```

Summary:
2S+1: 2
gap between HOMO and LUMO (spin up / spin down): 7.75 / 7.60 eV
charge: +1
HOMO (spin up / spin down): -11.342 / -11.234 eV
F_max: 0.78 eV Å⁻¹
energy above the lowest of the compared OMol25 structures with the same formula, charge and spin: 3.8 kcal per mole
<S²>: 1.19